A structure of composition C33H22CoN5O2S2. Source: OMol25; level of theory: ωB97M-V/def2-TZVPD.

HOMO (spin up / spin down): -0.4706 / -0.4827 Ha
total charge: +2
E_LUMO (spin up / spin down): -7.70 / -8.03 eV
<S²>: 6.0727
total energy: -105400.933 eV
multiplicity: 5

Positions of all 65 atoms, in Å:
Co (1.6370, 0.2604, -1.2031)
S (-0.0401, -6.0568, -1.4238)
S (0.0911, 5.7291, -1.2667)
O (6.0881, 0.1093, -1.0423)
O (3.4799, 0.1915, -0.7223)
N (-0.0185, -0.7571, -1.4817)
N (2.6127, 0.1239, 1.4419)
N (-0.0905, 1.4105, -1.7705)
N (-0.6436, -1.7187, -0.6866)
N (1.4740, -0.0613, 0.7975)
C (-2.4495, 5.7698, -1.2003)
C (-3.3620, 1.0844, 1.4432)
C (-0.8062, 0.2980, -1.6858)
C (3.6698, 0.1521, 0.5734)
C (6.3925, 0.2388, 3.0836)
C (5.1498, 0.2162, 2.5346)
C (-2.2567, 0.1876, -1.9046)
C (-0.6805, 7.2489, -1.2875)
C (-0.7348, -7.6072, -1.3793)
C (-2.4407, -6.2678, -0.5983)
C (-1.3935, -1.2309, 0.3487)
C (-3.7408, -1.4470, 1.3289)
C (7.5212, 0.2151, 2.2396)
C (-2.7875, 1.5535, 0.1134)
C (-0.6362, -3.0123, -1.0766)
C (-1.5139, -3.9001, -0.4939)
C (-2.5240, -3.3214, 0.3004)
C (-1.4108, 4.8893, -1.1850)
C (-4.1254, -0.1922, 1.5687)
C (-1.8867, 1.0465, 1.3483)
C (-1.4919, 3.4093, -1.0553)
C (-0.4890, 2.6915, -1.7566)
C (-2.0316, 7.1270, -1.2634)
C (-3.1330, 0.7427, -1.0902)
C (-0.9572, -0.0323, 1.0470)
C (-2.4359, 2.9269, -0.1568)
C (0.3483, 0.2861, 1.4253)
C (6.1351, 0.1557, 0.2885)
C (7.3986, 0.1710, 0.8721)
C (4.9788, 0.1749, 1.1203)
C (-1.4636, -5.3279, -0.7870)
C (-2.0245, -7.5761, -0.9434)
C (-2.5255, -1.9904, 0.6845)
H (-2.6461, -8.4562, -0.8620)
H (6.5158, 0.2768, 4.1570)
H (0.4514, 0.9390, 2.2910)
H (-3.4906, 5.4649, -1.2031)
H (-2.7054, 7.9711, -1.2954)
H (4.2699, 0.2353, 3.1593)
H (-5.1288, -0.0703, 1.9626)
H (-4.1959, 0.6360, -1.2864)
H (-0.1576, -8.4662, -1.6883)
H (5.1566, 0.1274, -1.3270)
H (-3.4362, -6.0402, -0.2379)
H (8.2611, 0.1502, 0.2195)
H (-3.7237, 1.8716, 2.0962)
H (-1.4162, 1.8748, 1.8645)
H (0.2096, 3.3412, -2.2775)
H (8.5118, 0.2359, 2.6778)
H (-3.3514, -3.9462, 0.6184)
H (-4.4825, -2.2112, 1.5333)
H (-0.0924, 8.1529, -1.3326)
H (-2.8905, 3.6841, 0.4806)
H (0.0212, -3.2607, -1.8985)
H (-2.5629, -0.4206, -2.7505)

***

A structure of composition C33H22F19GeN3OPdS in a non-equilibrium geometry. Source: OMol25; level of theory: ωB97M-V/def2-TZVPD.

HOMO (spin up / spin down): -0.2720 / -0.2720 Ha
relative energy (zero: lowest compared OMol25 entry of this formula, charge and spin): 14.5 kcal per mole
E_LUMO (spin up / spin down): -0.54 / -0.54 eV
total energy: -163556.795 eV

Positions of all 81 atoms, in Å:
Pd (-0.1816, 0.7039, -0.1100)
Ge (-3.6656, 2.4831, -0.8303)
S (-2.5671, 0.9906, 0.2686)
F (-3.5060, 5.6190, 3.3770)
F (-6.3389, 3.8874, 0.4448)
F (-2.4790, 7.7471, 2.0397)
F (-1.1111, 2.1704, -5.5169)
F (-5.5442, 3.8188, -2.8817)
F (1.9745, -1.9970, 2.9190)
F (-4.0824, 3.3565, 2.0565)
F (-5.3705, 4.1616, -5.5254)
F (-5.0016, 0.0175, -1.9048)
F (1.7917, -4.0483, -2.1030)
F (-7.5259, -0.8851, -1.8396)
F (-3.1561, 3.3424, -6.8669)
F (-2.5605, 5.3335, -1.9530)
F (-2.0277, 7.5828, -0.6324)
F (-8.8481, 2.9710, 0.5083)
F (1.5826, -1.4214, -1.7869)
F (-1.2757, 1.8153, -2.8814)
F (2.3283, -4.5762, 2.5379)
F (-9.4668, 0.5869, -0.6298)
O (-0.7757, -0.6385, -1.5784)
N (0.3867, 2.2315, 1.2101)
N (-2.2340, -2.2116, -2.2451)
N (1.5256, -0.2163, 0.6666)
C (-2.8385, 5.3652, -0.6407)
C (1.6914, -1.5652, 0.5789)
C (-3.2900, 5.5410, 2.0650)
C (-3.2477, 3.1517, -5.5569)
C (2.1140, -3.8094, 1.4555)
C (1.9420, -2.4512, 1.6446)
C (2.0098, 0.5100, 1.8242)
C (-3.5784, 4.3854, 1.3640)
C (-2.2097, 2.5520, -4.8669)
C (-2.5402, 6.5432, 0.0235)
C (0.8493, 3.6445, -0.8413)
C (-8.2156, 1.0293, -0.6541)
C (-3.4484, 2.7291, -2.7821)
C (-2.0372, -1.8577, -3.6435)
C (-0.4527, 2.1640, 2.4448)
C (-7.2256, 0.2815, -1.2678)
C (0.2606, 3.5658, 0.5686)
C (-3.3660, 4.2565, -0.0004)
C (-2.3237, 2.3623, -3.5008)
C (-7.8952, 2.2436, -0.0709)
C (-0.0688, 3.1239, 3.5615)
C (-5.9309, 0.7633, -1.2777)
C (-2.7658, 6.6291, 1.3858)
C (-5.5675, 1.9656, -0.6956)
C (-6.5855, 2.6902, -0.1040)
C (1.8196, 1.9538, 1.4864)
C (1.8238, -3.5475, -0.8543)
C (-1.5740, -1.5528, -1.3078)
C (2.0464, -4.3975, 0.2123)
C (-3.1172, -3.3128, -1.9074)
C (-4.3777, 3.5621, -4.8714)
C (-4.4526, 3.3522, -3.5071)
C (1.6691, -2.1909, -0.6888)
H (-3.3417, -3.2857, -0.8429)
H (-2.9101, -2.1728, -4.2110)
H (-0.7593, 2.9670, 4.3903)
H (0.1747, 4.1857, -1.5066)
H (-2.6640, -4.2748, -2.1531)
H (-4.0531, -3.2099, -2.4554)
H (1.8108, 4.1560, -0.8526)
H (2.1727, -5.4609, 0.0791)
H (3.0788, 0.3264, 1.9834)
H (-1.9150, -0.7805, -3.7286)
H (-0.1564, 4.1683, 3.2595)
H (0.9385, 2.9597, 3.9430)
H (0.9966, 2.6516, -1.2694)
H (-1.7958, -1.8586, -0.2841)
H (0.7605, 4.2908, 1.2159)
H (-1.1475, -2.3400, -4.0515)
H (-1.4755, 2.3476, 2.1272)
H (2.1902, 2.6115, 2.2766)
H (-0.4349, 1.1356, 2.8004)
H (2.3777, 2.1774, 0.5784)
H (-0.8003, 3.8137, 0.5683)
H (1.5106, 0.2541, 2.7643)

***

A structure of composition C33H22N5O2PdS2 in a non-equilibrium geometry. Source: OMol25; level of theory: ωB97M-V/def2-TZVPD.

HOMO: -0.3824 Ha
total charge: +1
E_LUMO: -3.84 eV
total energy: -71269.475 eV

Positions of all 65 atoms, in Å:
Pd (0.1411, -0.1677, -0.0669)
S (0.5183, -4.8738, -3.0663)
S (-4.8656, 5.3034, 0.3113)
O (-0.7541, -1.0972, 1.5316)
O (0.6851, 0.3309, 5.2349)
N (-0.9596, -1.0576, -1.5570)
N (-1.6624, 1.3121, -0.3587)
N (1.3899, 0.9745, -1.1816)
N (0.7188, 0.3115, 2.5939)
N (1.0999, 0.6526, 1.3745)
C (-4.4388, 6.4974, 1.4570)
C (1.4617, 1.1307, -2.5033)
C (-3.2694, 6.2128, 2.0923)
C (-1.4269, -2.8862, -3.0513)
C (-2.6296, -2.2691, -3.4224)
C (-4.5456, 0.8062, -2.6053)
C (3.0159, 2.7381, -0.9316)
C (2.2644, 2.0739, -3.1060)
C (-2.6941, 5.0098, 1.6537)
C (-3.7079, 1.4189, -1.6224)
C (-2.4894, 0.7710, -1.2820)
C (2.1602, 1.7756, -0.3563)
C (-1.5776, -4.9268, -4.5512)
C (2.0091, 1.5548, 1.0362)
C (-3.1567, 3.1474, -0.0113)
C (-0.9784, -4.1407, -3.5963)
C (-2.9975, -1.0510, -2.8542)
C (-3.4339, 4.3775, 0.6784)
C (-4.0189, 2.6119, -0.9770)
C (-0.8851, -1.0336, 6.3167)
C (-0.2591, -0.5937, 2.6162)
C (3.0588, 2.9004, -2.2938)
C (-0.3079, -0.5546, 5.1358)
C (-2.1313, -0.4595, -1.8990)
C (-0.8530, -6.0905, -4.8510)
C (-1.8682, -1.9280, 3.8857)
C (-0.8036, -1.0218, 3.8971)
C (0.2963, -6.1937, -4.1282)
C (-0.6355, -2.2134, -2.1020)
C (-1.9734, 2.4274, 0.2543)
C (-4.2098, -0.3693, -3.1871)
C (-2.4300, -2.3778, 5.0585)
C (-1.9277, -1.9333, 6.2790)
H (0.3123, -2.6454, -1.7871)
H (-2.5082, -4.6790, -5.0258)
H (0.8460, 0.4588, -3.0942)
H (3.6333, 3.3370, -0.2817)
H (-4.8534, -0.8214, -3.9273)
H (-1.1645, -6.8223, -5.5718)
H (-1.7696, 4.6302, 2.0496)
H (0.9991, 0.5732, 4.3352)
H (-3.2815, -2.7303, -4.1478)
H (3.6863, 3.6548, -2.7438)
H (-5.0837, 7.3440, 1.5935)
H (2.5809, 2.0750, 1.7922)
H (-4.9362, 3.1327, -1.2145)
H (-2.8328, 6.8424, 2.8478)
H (-1.2619, 2.7872, 0.9876)
H (-2.2380, -2.2581, 2.9286)
H (-3.2576, -3.0688, 5.0292)
H (1.0332, -6.9705, -4.1514)
H (-0.4918, -0.6745, 7.2537)
H (2.2786, 2.1699, -4.1785)
H (-5.4659, 1.3043, -2.8714)
H (-2.3603, -2.2901, 7.2018)

***

A structure of composition C33H24AuN2O5P. Source: OMol25; level of theory: ωB97M-V/def2-TZVPD.

HOMO: -0.3037 Ha
relative energy (zero: lowest compared OMol25 entry of this formula, charge and spin): 0.0 kcal per mole
E_LUMO: -0.99 eV
total energy: -60809.035 eV

Positions of all 66 atoms, in Å:
Au (-0.7464, -0.1926, 0.6636)
P (1.3214, -0.1097, -0.4088)
O (-6.0461, -0.7066, -0.3415)
O (0.1454, 0.4893, -1.7858)
O (0.0675, 0.5797, 2.2919)
O (-0.6378, -0.0889, -3.8080)
O (-1.8514, -1.2489, -0.6418)
N (-3.6200, -0.3933, 0.6169)
N (-2.6298, 0.1849, 1.3902)
C (2.0958, 1.5225, -0.5293)
C (-4.0605, -1.6071, -1.4038)
C (0.3974, 2.6163, 3.3748)
C (3.4282, 1.6154, -0.9173)
C (1.3822, 2.6754, -0.2219)
C (-1.8722, 1.9553, 2.8431)
C (-3.1280, -1.0419, -0.4181)
C (-0.4773, 1.6964, 2.7911)
C (2.5221, -2.6229, 2.6179)
C (2.0053, 3.9126, -0.2824)
C (2.2587, -0.7702, 1.0753)
C (-5.7416, -2.6833, -3.3426)
C (-5.4503, -1.4048, -1.3234)
C (3.7227, -0.5824, 2.9909)
C (0.1166, -0.2440, -2.8788)
C (1.9480, -2.0682, 1.4870)
C (-3.5423, -2.3537, -2.4682)
C (2.9544, -2.2226, -1.4914)
C (-6.2774, -1.9490, -2.3065)
C (1.4744, -2.1476, -3.8678)
C (-2.8880, 1.1643, 2.1673)
C (-1.4472, 3.9978, 4.0854)
C (1.1837, -1.2900, -2.8211)
C (-0.0792, 3.7427, 4.0152)
C (3.2607, -3.0737, -2.5434)
C (-2.3222, 3.1087, 3.5005)
C (4.0423, 2.8568, -0.9989)
C (-4.3664, -2.8931, -3.4304)
C (3.4168, -1.8771, 3.3755)
C (1.9000, -1.3251, -1.6328)
C (2.5208, -3.0446, -3.7216)
C (3.1447, -0.0316, 1.8520)
C (3.3340, 4.0045, -0.6729)
H (3.8642, -2.3031, 4.2644)
H (-3.3884, 3.3012, 3.5345)
H (-3.9486, -3.4651, -4.2472)
H (3.9887, 0.7185, -1.1554)
H (0.3380, 2.6140, 0.0586)
H (-6.4005, -3.0974, -4.0957)
H (4.0826, -3.7707, -2.4425)
H (-1.8194, 4.8822, 4.5833)
H (3.5316, -2.2610, -0.5782)
H (5.0759, 2.9255, -1.3126)
H (2.7709, -3.7218, -4.5282)
H (-3.9260, 1.4800, 2.2592)
H (-5.3493, -0.4179, 0.2863)
H (2.2672, -3.6327, 2.9135)
H (-7.3421, -1.7757, -2.2253)
H (0.6230, 4.4334, 4.4651)
H (-2.4712, -2.4858, -2.5244)
H (4.4104, 0.0106, 3.5811)
H (1.2380, -2.6581, 0.9133)
H (1.4473, 4.8057, -0.0323)
H (3.3895, 0.9872, 1.5831)
H (3.8160, 4.9719, -0.7294)
H (0.8864, -2.0909, -4.7744)
H (1.4566, 2.4002, 3.3230)